Entry 1:
Entry from the Open Molecules 2025 dataset: C35H53Ge2O3Se2Ti as an isolated structure (ωB97M-V with the def2-TZVPD basis set).

For the energy above the lowest of the compared OMol25 structures with the same formula, charge and spin, the calculation gives 0.009 eV. The value obtained for the HOMO energy (alpha / beta) is -7.25 / -7.62 eV. The strongest force on any atom comes out at 0.0128 hartree/bohr. The expectation value of S² is 0.76.

```
! wB97M-V def2-TZVPD RIJCOSX def2/J DEFGRID3
* xyz 0 2
Ti 0.834 -0.099 0.497
C 2.540 -2.952 -0.805
C 1.356 -3.327 0.071
C 0.178 -3.758 -0.783
C 1.753 -4.426 1.045
O 0.944 -2.146 0.815
Ge 0.942 -1.958 2.700
O 2.344 -0.793 2.358
C 3.301 -0.318 3.332
C 2.970 -0.832 4.728
C 3.298 1.203 3.328
C 4.664 -0.850 2.901
O -0.232 -0.432 2.166
C -1.340 0.003 2.989
C -2.312 -1.159 3.137
C -0.793 0.435 4.342
C -2.009 1.164 2.278
H 2.865 -3.828 -1.371
H 3.373 -2.587 -0.205
H 2.259 -2.169 -1.513
H 0.465 -4.582 -1.439
H -0.147 -2.921 -1.404
H -0.656 -4.086 -0.161
H 2.056 -5.313 0.488
H 0.927 -4.710 1.699
H 2.600 -4.120 1.663
H 1.996 -0.476 5.069
H 3.718 -0.469 5.436
H 2.976 -1.923 4.772
H 2.312 1.593 3.588
H 3.572 1.592 2.347
H 4.019 1.582 4.056
H 4.661 -1.942 2.891
H 5.442 -0.516 3.590
H 4.914 -0.499 1.900
H -1.831 -2.018 3.608
H -2.699 -1.463 2.166
H -3.153 -0.859 3.764
H -0.357 -0.410 4.880
H -1.597 0.836 4.960
H -0.035 1.210 4.221
H -2.243 0.878 1.252
H -1.371 2.049 2.257
H -2.949 1.412 2.777
C 3.162 0.781 -2.265
Se 3.236 0.500 -0.341
C 5.567 3.514 0.306
C 4.603 4.371 0.023
Se 1.264 2.474 0.842
C 0.930 3.357 -0.853
H 4.175 0.667 -2.646
H 2.819 1.783 -2.506
H 2.510 0.049 -2.738
H 6.322 3.253 -0.425
H 5.628 3.028 1.270
H 4.539 4.843 -0.949
H 3.835 4.620 0.744
H 1.419 4.328 -0.839
H -0.140 3.474 -0.991
H 1.317 2.753 -1.665
C -0.073 0.051 -1.067
Ge -1.861 0.236 -1.768
C -1.945 -0.772 -3.448
C -0.879 -0.709 -4.346
C -0.900 -1.409 -5.543
C -1.996 -2.198 -5.861
C -3.063 -2.275 -4.981
C -3.035 -1.568 -3.786
C -2.295 2.104 -2.174
C -2.578 3.039 -1.177
C -2.837 4.366 -1.482
C -2.817 4.791 -2.803
C -2.550 3.879 -3.810
C -2.302 2.548 -3.496
C -3.266 -0.488 -0.622
C -3.153 -1.800 -0.162
C -4.167 -2.394 0.575
C -5.314 -1.675 0.876
C -5.444 -0.370 0.429
C -4.430 0.214 -0.321
H 0.651 0.146 -1.889
H -0.009 -0.102 -4.114
H -0.062 -1.343 -6.225
H -2.016 -2.750 -6.792
H -3.921 -2.890 -5.222
H -3.881 -1.644 -3.113
H -2.575 2.742 -0.137
H -3.044 5.073 -0.689
H -3.012 5.828 -3.044
H -2.539 4.197 -4.844
H -2.107 1.848 -4.300
H -2.261 -2.364 -0.379
H -4.061 -3.415 0.919
H -6.107 -2.132 1.455
H -6.338 0.196 0.658
H -4.556 1.230 -0.674
*
```

Results of the Mulliken charge analysis, in e, for atoms 1 through 2:
1 Ti -0.5325
2 C -1.4714

***

Entry 2:
Entry from the Open Molecules 2025 dataset: a 15-piece molecular cluster, C30H63Cl28NO2PS overall in a non-equilibrium geometry (ωB97M-V with the def2-TZVPD basis set).

The value obtained for the HOMO energy is -11.45 eV. The strongest force on any atom comes out at 0.0841 hartree/bohr.

```
! wB97M-V def2-TZVPD RIJCOSX def2/J DEFGRID3
* xyz 1 1
C 1.602 -5.547 1.182
C 0.960 -5.838 0.075
S 1.420 -7.392 -0.739
P 3.317 -6.847 -1.662
N 2.989 -5.705 -2.646
O 4.246 -6.341 -0.469
O 3.996 -8.129 -2.388
H 1.661 -6.325 1.923
H 2.064 -4.586 1.278
H 0.140 -5.188 -0.390
H 0.550 -7.655 -1.749
H 3.300 -6.006 -3.568
H 4.565 -5.475 -0.700
H 3.920 -8.877 -1.799
Cl -1.168 -4.065 0.171
C -2.829 -3.424 -0.067
C -3.012 -2.095 0.610
Cl -2.990 -2.241 2.383
H -3.531 -4.164 0.304
H -2.978 -3.321 -1.139
H -3.975 -1.676 0.340
H -2.241 -1.391 0.320
Cl -0.128 -0.092 2.462
C 0.171 1.479 1.646
C -1.101 2.231 1.342
Cl -2.077 1.452 0.065
H 0.743 1.288 0.746
H 0.785 2.067 2.323
H -0.858 3.226 0.980
H -1.724 2.333 2.226
Cl 0.560 -1.141 -0.315
C 0.942 -1.389 -2.039
C 2.108 -0.548 -2.484
Cl 1.703 1.188 -2.499
H 0.047 -1.169 -2.617
H 1.179 -2.445 -2.165
H 2.392 -0.820 -3.500
H 2.973 -0.686 -1.841
Cl -0.577 -0.143 -6.277
C 0.823 0.905 -5.931
C 1.921 0.743 -6.950
Cl 2.716 -0.855 -6.848
H 1.168 0.681 -4.927
H 0.462 1.931 -5.944
H 2.693 1.489 -6.779
H 1.547 0.865 -7.961
Cl 6.789 -1.501 -8.493
C 5.229 -1.337 -9.339
C 5.396 -0.815 -10.742
Cl 5.926 0.886 -10.762
H 4.589 -0.692 -8.745
H 4.779 -2.329 -9.368
H 4.442 -0.856 -11.264
H 6.118 -1.402 -11.303
Cl -3.513 -2.191 5.556
C -2.233 -0.992 5.881
C -2.182 -0.619 7.340
Cl -3.608 0.316 7.846
H -2.408 -0.127 5.247
H -1.289 -1.446 5.581
H -1.312 0.006 7.534
H -2.116 -1.501 7.970
Cl -1.638 3.145 6.089
C 0.019 2.948 5.470
C 0.571 4.225 4.885
Cl -0.241 4.701 3.371
H 0.010 2.141 4.741
H 0.636 2.640 6.312
H 1.625 4.090 4.645
H 0.483 5.053 5.582
Cl -2.695 6.624 6.842
C -4.208 6.294 7.727
C -4.004 6.303 9.222
Cl -3.025 4.918 9.771
H -4.598 5.340 7.383
H -4.912 7.069 7.446
H -4.965 6.230 9.726
H -3.516 7.214 9.553
Cl 4.589 -6.873 -6.163
C 4.805 -5.305 -6.991
C 3.492 -4.610 -7.249
Cl 2.513 -5.458 -8.470
H 5.350 -5.487 -7.911
H 5.425 -4.688 -6.344
H 3.678 -3.609 -7.631
H 2.900 -4.524 -6.342
Cl -3.809 -5.865 8.755
C -4.578 -4.285 8.446
C -4.789 -3.498 9.713
Cl -6.028 -4.231 10.762
H -5.514 -4.463 7.927
H -3.916 -3.738 7.779
H -5.134 -2.496 9.467
H -3.870 -3.412 10.286
Cl 6.715 -4.794 -9.806
C 8.361 -4.944 -10.476
C 8.840 -3.652 -11.085
Cl 7.945 -3.238 -12.569
H 8.356 -5.752 -11.201
H 9.013 -5.228 -9.654
H 9.888 -3.744 -11.363
H 8.742 -2.823 -10.390
Cl 2.792 4.092 1.406
C 3.091 5.655 0.605
C 1.808 6.389 0.318
Cl 0.839 5.577 -0.939
H 3.657 5.466 -0.302
H 3.711 6.244 1.277
H 2.030 7.388 -0.048
H 1.194 6.481 1.210
Cl -7.522 9.048 5.784
C -8.167 9.811 7.259
C -7.085 10.099 8.266
Cl -6.411 8.606 8.967
H -8.931 9.158 7.670
H -8.641 10.741 6.954
H -7.493 10.680 9.090
H -6.269 10.663 7.825
Cl -4.918 0.140 -1.784
C -5.632 1.756 -2.028
C -5.859 2.475 -0.724
Cl -7.149 1.718 0.243
H -6.556 1.635 -2.584
H -4.935 2.321 -2.643
H -6.169 3.499 -0.919
H -4.956 2.500 -0.121
*
```

Results of the Mulliken charge analysis, in e, for atoms 1 through 2:
1 C -0.4652
2 C 0.0030

***

Entry 3:
Entry from the Open Molecules 2025 dataset: C6H16N3 as an isolated structure in a non-equilibrium geometry (ωB97M-V with the def2-TZVPD basis set).

For the energy above the lowest of the compared OMol25 structures with the same formula, charge and spin, the calculation gives 1.851 eV. The value obtained for the HOMO energy is -12.38 eV. The strongest force on any atom comes out at 0.0794 hartree/bohr.

```
! wB97M-V def2-TZVPD RIJCOSX def2/J DEFGRID3
* xyz 1 1
C -1.533 0.992 -0.112
C 0.229 2.812 -0.213
C 0.430 -2.109 -0.780
C -0.346 -1.730 1.535
C -0.283 1.451 -0.602
C 0.790 0.058 0.342
N -2.092 -0.054 -0.706
N 2.037 0.419 -0.190
N 0.298 -1.192 0.275
H -2.050 1.334 0.835
H 1.296 2.966 0.062
H 0.120 3.494 -1.120
H -0.305 3.139 0.757
H 1.446 -1.885 -1.261
H 0.450 -3.097 -0.181
H -0.447 -2.172 -1.470
H 0.425 -1.939 2.263
H -0.874 -0.961 1.891
H -0.955 -2.611 1.360
H -0.046 1.295 -1.621
H 0.747 0.355 1.350
H -2.791 -0.637 -0.410
H 2.656 0.434 0.578
H 2.448 -0.032 -0.974
H -1.652 -0.331 -1.610
*
```

Results of the Mulliken charge analysis, in e, for atoms 1 through 2:
1 C -0.1400
2 C -1.2016

***

Entry 4:
Entry from the Open Molecules 2025 dataset: C22H34Cl2N5O4V as an isolated structure in a non-equilibrium geometry (ωB97M-V with the def2-TZVPD basis set).

The value obtained for the HOMO energy (alpha / beta) is -0.78 / -3.25 eV. The strongest force on any atom comes out at 0.0667 hartree/bohr. The expectation value of S² is 3.89.

```
! wB97M-V def2-TZVPD RIJCOSX def2/J DEFGRID3
* xyz -1 4
O 2.686 1.689 -2.967
C 1.966 1.998 -3.903
C 2.402 2.965 -4.998
C 2.960 4.202 -4.626
H 2.927 4.484 -3.561
C 3.536 5.045 -5.591
H 3.956 6.012 -5.288
C 3.569 4.640 -6.936
H 4.039 5.278 -7.693
C 2.979 3.421 -7.310
H 2.989 3.113 -8.357
C 2.363 2.603 -6.355
H 1.854 1.683 -6.651
H 0.952 1.535 -4.024
C -1.937 1.264 -2.455
C -1.479 0.165 -1.588
H -3.033 1.354 -2.536
H -1.539 1.142 -3.470
H -1.537 2.212 -2.078
C -2.154 -0.871 -1.102
C -3.615 -1.166 -1.232
H -1.607 -1.607 -0.521
H -3.994 -0.875 -2.219
H -4.192 -0.645 -0.452
H -3.779 -2.242 -1.092
V 0.568 0.210 -0.540
Cl 0.228 2.440 -0.388
Cl 0.661 -0.607 -2.650
C -1.577 0.636 2.045
O -0.698 -0.004 1.439
N -2.051 0.271 3.247
C -1.526 -0.875 3.975
C -3.180 0.950 3.844
H -2.016 1.565 1.628
H -0.604 -1.240 3.509
H -2.273 -1.684 4.005
H -1.321 -0.565 5.009
H -3.409 1.832 3.244
H -2.939 1.255 4.867
H -4.061 0.300 3.881
H 1.226 -5.558 1.202
H 2.586 -5.774 -0.610
C 0.565 -4.815 0.732
C 2.275 -4.854 -1.112
N 1.344 -4.106 -0.281
H 0.186 -4.114 1.486
C 1.132 -2.822 -0.619
O 0.423 -2.010 0.015
H 3.147 -4.210 -1.287
H 1.683 -2.515 -1.522
H -0.286 -5.350 0.269
H 1.825 -5.085 -2.089
C 5.152 -1.316 1.354
N 3.992 -0.534 1.776
C 3.840 -0.172 3.085
C 2.741 0.543 3.460
C 1.887 1.010 2.423
N 1.864 0.394 1.238
C 2.970 -0.305 0.865
O 3.033 -0.731 -0.309
N 1.061 2.045 2.603
H 5.985 -1.026 2.001
H 5.392 -1.091 0.307
H 4.982 -2.394 1.490
H 4.679 -0.419 3.743
H 2.551 0.849 4.486
H 1.151 2.612 3.439
H 0.609 2.421 1.760
*
```

Results of the Mulliken charge analysis, in e, for atoms 1 through 2:
1 O -0.4255
2 C 0.1756

***

Entry 5:
Entry from the Open Molecules 2025 dataset: C26H39ClCuN3O4Se as an isolated structure in a non-equilibrium geometry (ωB97M-V with the def2-TZVPD basis set).

For the energy above the lowest of the compared OMol25 structures with the same formula, charge and spin, the calculation gives 0.000 eV. The value obtained for the HOMO energy (alpha / beta) is -4.52 / -4.32 eV. The strongest force on any atom comes out at 0.0585 hartree/bohr. The expectation value of S² is 0.76.

```
! wB97M-V def2-TZVPD RIJCOSX def2/J DEFGRID3
* xyz -1 2
O 0.758 -0.131 -1.878
C -0.239 -0.101 -2.754
C -0.131 1.175 -3.637
C 0.274 2.368 -3.052
H 0.455 2.372 -1.976
C 0.436 3.524 -3.826
H 0.755 4.454 -3.345
C 0.199 3.462 -5.202
H 0.362 4.357 -5.815
C -0.243 2.264 -5.790
H -0.453 2.223 -6.866
C -0.400 1.116 -5.003
H -0.731 0.169 -5.433
H -0.104 -0.978 -3.423
C -2.389 -1.514 -2.965
C -1.799 -0.332 -2.245
H -2.530 -1.311 -4.043
H -3.367 -1.800 -2.548
H -1.702 -2.366 -2.866
C -2.544 0.817 -1.981
C -4.006 0.940 -2.276
H -1.997 1.748 -1.830
H -4.171 1.108 -3.350
H -4.429 1.782 -1.713
H -4.545 0.030 -1.985
Cu -2.437 -0.476 -0.384
Cl -3.614 0.127 1.314
C -0.990 -1.609 3.079
O -0.245 -2.558 2.827
N -1.123 -1.023 4.292
C -0.468 -1.599 5.451
C -2.020 0.092 4.540
H -1.630 -1.130 2.314
H 0.126 -2.458 5.129
H -1.225 -1.911 6.185
H 0.177 -0.844 5.926
H -2.436 0.444 3.589
H -1.476 0.904 5.045
H -2.847 -0.225 5.192
H 4.564 1.071 -2.566
H 4.336 2.169 0.074
C 3.521 1.219 -2.248
C 3.457 1.529 0.217
N 3.312 0.665 -0.927
H 2.863 0.703 -2.955
C 2.898 -0.613 -0.796
O 2.634 -1.165 0.281
H 3.549 0.930 1.128
H 2.845 -1.149 -1.764
H 3.298 2.291 -2.254
H 2.568 2.176 0.313
H 0.081 -5.581 0.585
H 1.894 -4.786 0.183
C -0.601 -4.736 0.469
C 1.576 -3.919 -0.401
N 0.194 -3.651 -0.059
H -1.021 -4.445 1.441
C -0.388 -2.465 -0.251
O -1.634 -2.334 -0.124
H 2.191 -3.039 -0.158
H 0.276 -1.625 -0.518
H -1.406 -4.993 -0.230
H 1.677 -4.157 -1.474
Se 0.134 1.087 0.615
C 0.470 1.512 2.379
C -0.048 2.699 2.941
C 0.335 3.101 4.212
C 1.212 2.313 4.974
C 1.716 1.117 4.435
C 1.348 0.715 3.157
H -0.722 3.287 2.319
H -0.054 4.037 4.620
H 1.509 2.621 5.980
H 2.407 0.493 5.010
H 1.757 -0.191 2.697
*
```

Results of the Mulliken charge analysis, in e, for atoms 1 through 2:
1 O -0.1118
2 C -1.1206

***

Entry 6:
Entry from the Open Molecules 2025 dataset: a 4-piece molecular cluster, C15H36N2O9S4Si overall in a non-equilibrium geometry (ωB97M-V with the def2-TZVPD basis set).

The structure (SMILES) is C=CC[Si@H](CNC)N=C=S.CCOS(C)(=O)=O.CCOS(C)(=O)=O.CCOS(C)(=O)=O. The value obtained for the HOMO energy is -8.76 eV. The strongest force on any atom comes out at 0.0328 hartree/bohr.

```
! wB97M-V def2-TZVPD RIJCOSX def2/J DEFGRID3
* xyz 0 1
C -1.122 -0.035 0.960
C -1.818 -0.600 -0.013
C -2.026 -2.124 -0.015
Si -3.850 -2.641 -0.040
C -5.009 -1.163 0.259
N -6.120 -1.498 1.187
C -5.845 -1.036 2.543
N -4.254 -3.971 1.089
C -3.330 -4.449 1.695
S -2.242 -4.846 2.787
H -0.812 1.004 0.937
H -0.836 -0.631 1.825
H -2.243 0.029 -0.797
H -1.528 -2.484 -0.924
H -1.465 -2.503 0.844
H -4.172 -3.137 -1.395
H -5.390 -0.849 -0.719
H -4.468 -0.302 0.686
H -6.922 -0.992 0.829
H -5.086 -1.692 2.982
H -5.479 0.006 2.584
H -6.765 -1.056 3.130
O -2.929 -0.116 -3.365
S -3.532 1.122 -3.741
O -4.953 1.284 -3.752
O -2.942 1.583 -5.148
C -3.070 0.683 -6.265
C -4.487 0.614 -6.800
C -2.830 2.412 -2.768
H -2.701 -0.307 -5.989
H -2.406 1.071 -7.036
H -5.167 0.177 -6.070
H -4.522 0.002 -7.701
H -4.858 1.613 -7.033
H -1.747 2.314 -2.776
H -3.214 2.296 -1.756
H -3.141 3.370 -3.177
O 1.769 0.036 -0.611
S 2.624 -1.008 -0.142
O 3.505 -0.800 0.969
O 3.467 -1.574 -1.370
C 4.261 -0.641 -2.130
C 5.502 -0.187 -1.385
C 1.671 -2.455 0.170
H 3.646 0.210 -2.431
H 4.550 -1.169 -3.037
H 5.246 0.394 -0.500
H 6.122 0.438 -2.028
H 6.086 -1.046 -1.053
H 1.020 -2.641 -0.680
H 1.081 -2.263 1.063
H 2.345 -3.290 0.339
O 6.815 1.288 3.191
S 5.426 1.441 3.507
O 4.585 2.282 2.713
O 5.301 1.883 5.040
C 6.007 3.062 5.463
C 5.361 4.340 4.965
C 4.675 -0.141 3.656
H 7.053 2.999 5.154
H 5.990 3.044 6.552
H 5.412 4.414 3.880
H 5.868 5.210 5.386
H 4.307 4.371 5.244
H 5.298 -0.769 4.288
H 4.604 -0.556 2.650
H 3.681 -0.021 4.080
*
```

Results of the Mulliken charge analysis, in e, for atoms 1 through 2:
1 C -1.0355
2 C 0.3928

***

Entry 7:
Entry from the Open Molecules 2025 dataset: the molecule C3H3F2N in a non-equilibrium geometry (ωB97M-V with the def2-TZVPD basis set).

For the energy above the lowest of the compared OMol25 structures with the same formula, charge and spin, the calculation gives 1.929 eV. The structure (SMILES) is FC1(F)C=NC1. The value obtained for the HOMO energy is -10.70 eV. The strongest force on any atom comes out at 0.1032 hartree/bohr.

```
! wB97M-V def2-TZVPD RIJCOSX def2/J DEFGRID3
* xyz 0 1
C -1.131 -0.142 0.384
C 0.862 0.530 0.322
C -0.094 -0.341 -0.651
N -0.299 0.613 1.193
F -0.382 0.161 -1.810
F 0.329 -1.642 -0.867
H -2.193 -0.418 0.494
H 1.545 -0.265 0.798
H 1.363 1.504 0.137
*
```

Results of the Mulliken charge analysis, in e, for atoms 1 through 2:
1 C -0.4125
2 C -0.6628